1.
Molecular formula: C4H9NO
Method: DFT, ωB97M-V with the def2-TZVPD basis set

Calculated values
- Spin multiplicity: 1
- Total energy: -7826.61843 eV
- Charge: 0
- Energy relative to the best compared isomer or geometry (same formula, charge and spin): 550.1 kJ/mol
- E_LUMO: 0.845 eV
- E_HOMO: -9.20 eV

CARTESIAN COORDINATES (ANGSTROEM)
C  0.6603  -0.6011  0.7892
C  0.3533  -0.9944  -0.5612
O  -0.7328  -1.4444  -0.9150
C  0.2447  0.8457  -0.0700
C  -0.9171  1.3432  -0.9485
N  -0.9748  1.3619  0.4858
H  0.2158  -2.7715  0.8861
H  1.6910  -0.6025  1.1784
H  -0.0925  -0.7322  1.5680
H  1.2268  -0.8851  -1.2280
H  -0.2975  -2.6980  0.3375
H  1.1411  1.4394  -0.1973
H  -1.5888  0.6515  -1.4575
H  -0.7742  2.3042  -1.4623
H  -0.8096  2.2675  0.8953

---

2.
Molecular formula: C2H5N3OS2
Method: DFT, ωB97M-V with the def2-TZVPD basis set

Calculated values
- Spin multiplicity: 1
- SMILES: NC(=O)NSC(N)=S
- Total energy: -30343.08927 eV
- Charge: 0
- Energy relative to the best compared isomer or geometry (same formula, charge and spin): 17.3 kJ/mol
- E_LUMO: 0.132 eV
- E_HOMO: -8.09 eV

CARTESIAN COORDINATES (ANGSTROEM)
N  0.7383  0.3259  2.4718
C  0.4710  -0.1749  1.2271
O  0.0941  -1.3650  0.8916
N  0.4718  0.8422  0.2344
S  0.9420  0.8205  -1.3598
C  -0.3982  -0.0595  -2.1252
N  -1.1542  -0.9032  -1.3578
S  -0.7967  0.4455  -3.6826
H  0.8520  -0.3118  3.3389
H  1.3864  1.1792  2.3640
H  0.0623  1.8085  0.4322
H  -2.0055  -1.2216  -1.8669
H  -0.6633  -1.3859  -0.5676

---

3.
Molecular formula: C23H33N3O3
Method: DFT, ωB97M-V with the def2-TZVPD basis set

Calculated values
- Spin multiplicity: 1
- SMILES: CCOC(=O)[C@@]1(Cc2cccc(OC)c2)CCCN(Cc2cc(C(C)C)n[nH]2)C1
- Total energy: -34999.96413 eV
- Charge: 0
- Energy relative to the best compared isomer or geometry (same formula, charge and spin): 101.1 kJ/mol
- E_LUMO: 0.682 eV
- E_HOMO: -8.48 eV

CARTESIAN COORDINATES (ANGSTROEM)
C  -1.0023  3.5535  1.3709
C  -0.5194  2.7310  2.5555
O  0.6081  1.9116  2.2361
C  0.3565  0.7747  1.5873
O  -0.7488  0.4507  1.2363
C  1.6263  -0.0450  1.3769
C  2.5382  0.6990  0.3674
C  1.7830  1.5967  -0.5773
C  0.9282  1.0870  -1.5436
C  0.2228  1.9445  -2.3719
C  0.3774  3.3101  -2.2633
C  1.2540  3.8359  -1.3148
O  1.3535  5.1975  -1.2851
C  2.2591  5.7878  -0.3868
C  1.9455  2.9740  -0.4738
C  2.3423  -0.2134  2.7252
C  1.4696  -1.0253  3.6773
C  1.0897  -2.3610  3.0467
N  0.4005  -2.1330  1.7939
C  -0.1493  -3.3555  1.2364
C  -1.0141  -3.0909  0.0498
C  -1.3091  -3.8773  -1.0451
C  -2.1942  -3.1079  -1.8216
C  -2.8358  -3.4779  -3.1217
C  -4.3501  -3.5951  -2.9386
C  -2.5057  -2.4304  -4.1857
N  -2.4147  -1.9394  -1.2388
N  -1.7126  -1.9474  -0.1101
C  1.2627  -1.4412  0.8576
H  -0.2159  4.2115  1.0135
H  -1.3026  2.8973  0.5582
H  -1.8554  4.1536  1.6748
H  -0.1742  3.3736  3.3687
H  -1.3285  2.0844  2.9117
H  3.1008  -0.0449  -0.2021
H  3.2529  1.3040  0.9280
H  0.8053  0.0222  -1.6593
H  -0.4527  1.5380  -3.1089
H  -0.1621  3.9919  -2.9007
H  2.1871  6.8608  -0.5581
H  3.2865  5.4599  -0.5767
H  1.9980  5.5725  0.6552
H  2.6162  3.3598  0.2789
H  3.2874  -0.7363  2.5564
H  2.5614  0.7643  3.1562
H  1.9990  -1.2013  4.6155
H  0.5561  -0.4703  3.8978
H  2.0014  -2.9728  2.9006
H  0.4202  -2.9070  3.7163
H  -0.7523  -3.8299  2.0203
H  0.6412  -4.0740  0.9464
H  -0.9447  -4.8620  -1.2586
H  -2.4375  -4.4497  -3.4358
H  -4.8287  -3.8626  -3.8785
H  -4.5862  -4.3568  -2.1984
H  -4.7484  -2.6441  -2.5951
H  -1.4306  -2.3725  -4.3428
H  -2.8597  -1.4575  -3.8559
H  -2.9824  -2.6824  -5.1308
H  -1.6506  -1.1207  0.4719
H  2.2005  -2.0049  0.6844
H  0.7371  -1.3568  -0.0922

---

4.
Molecular formula: C3H6O
Method: DFT, ωB97M-V with the def2-TZVPD basis set

Calculated values
- Spin multiplicity: 1
- SMILES: C=COC
- Total energy: -5254.18657 eV
- Charge: 0
- Energy relative to the best compared isomer or geometry (same formula, charge and spin): 145.5 kJ/mol
- E_LUMO: 1.107 eV
- E_HOMO: -8.82 eV

CARTESIAN COORDINATES (ANGSTROEM)
C  1.9920  -0.2218  -0.0041
C  0.7450  0.2231  0.0475
O  -0.3682  -0.5640  0.0955
C  -1.7058  -0.0432  -0.0150
H  2.8461  0.4548  -0.0553
H  2.1979  -1.3254  -0.0607
H  0.4903  1.3244  0.1872
H  -2.2142  -0.0931  0.9854
H  -1.7188  0.9799  -0.4818
H  -2.2643  -0.7348  -0.6987

---

5.
Molecular formula: C7H8Cl4F9NaO9S3
Method: DFT, ωB97M-V with the def2-TZVPD basis set

Calculated values
- Spin multiplicity: 2
- Total energy: -137286.76102 eV
- Expectation value of S²: 0.76
- Charge: -1
- E_LUMO (alpha / beta): 1.623 / -1.511 eV
- E_HOMO (alpha / beta): -6.20 / -5.86 eV

CARTESIAN COORDINATES (ANGSTROEM)
Na  14.4299  0.8165  24.4516
C  12.9126  -3.7890  24.7647
F  11.6468  -3.4189  24.7348
F  13.0124  -5.0239  25.1802
F  13.4228  -3.8516  23.4904
S  13.9171  -2.7003  25.9490
O  13.5060  -2.8906  27.3489
O  15.3403  -3.1921  25.8040
O  13.7288  -1.2912  25.5441
C  16.1893  -2.2244  21.1834
F  14.9062  -2.5110  21.4057
F  16.8847  -3.3869  21.0984
F  16.3414  -1.5242  20.0283
S  16.9968  -1.2503  22.6980
O  16.0089  -0.2482  23.0984
O  17.1781  -2.1937  23.8363
O  18.2688  -0.7637  22.1418
C  17.7329  0.6327  28.2249
F  18.4007  -0.1300  29.1608
F  17.0927  1.6536  28.8023
F  18.5554  1.0571  27.2639
S  16.3964  -0.4676  27.3833
O  17.1383  -1.5092  26.5849
O  15.6065  -1.1220  28.4743
O  15.6552  0.4884  26.5418
Cl  17.1272  2.4404  24.4814
C  17.1615  2.8721  22.7300
C  15.9774  3.8062  22.4439
Cl  14.4541  2.9807  22.7878
H  17.1588  1.9235  22.1929
H  18.1457  3.3139  22.5743
H  15.8780  4.1976  21.4314
H  16.0759  4.6398  23.1393
Cl  12.7151  -0.4999  22.1664
C  11.1758  -0.5195  23.1012
C  10.7165  0.8846  23.5097
Cl  11.7127  1.4954  24.8244
H  11.3848  -1.1703  23.9502
H  10.4548  -0.9878  22.4311
H  9.6954  0.8935  23.8910
H  10.7216  1.6562  22.7399